Below is a molecular structure, C23H56IN8O11PS, with properties calculated with wB97M-V/def2-TZVPD.

Geometry as XYZ:
```
101
C23H56IN8O11PS wB97M-V/def2-TZVPD
C -6.3687 -0.5224 0.4066
C -5.7962 -1.9355 0.4964
N -6.2540 -2.6664 1.6930
O -5.3600 -2.4164 2.7827
S -5.2050 -3.6994 3.8053
O -6.4306 -4.3934 3.7415
O -4.0794 -4.6717 3.0539
P -3.3891 -4.0570 1.6767
O -1.8802 -3.9455 2.1778
I -3.3689 -6.0543 0.2168
H -7.1959 -0.4597 -0.2793
H -6.6724 -0.2315 1.3996
H -5.5945 0.1715 0.1132
H -4.7384 -1.8118 0.6349
H -5.9544 -2.5417 -0.3799
H -7.1687 -2.3589 1.9881
H -1.5328 -3.0800 1.8737
C -1.1410 -0.9187 0.4149
O -1.1118 -2.1427 0.3361
N -1.6384 -0.2241 1.4267
C -1.6303 1.2284 1.4317
C -2.2061 -0.9322 2.5641
H -0.7351 -0.2786 -0.3857
H -1.0646 1.5850 2.2891
H -2.6552 1.5992 1.4968
H -1.1729 1.6076 0.5218
H -1.4454 -1.5698 3.0155
H -3.0295 -1.5608 2.2347
H -2.5593 -0.2199 3.3001
C -4.6297 -0.0818 -2.7850
O -4.5638 0.5418 -1.7336
N -3.8956 -1.1318 -3.1744
C -4.1035 -1.7418 -4.4779
C -2.8752 -1.7055 -2.3170
H -5.3678 0.2001 -3.5557
H -4.3886 -2.7875 -4.3537
H -3.1835 -1.6960 -5.0612
H -4.8932 -1.2221 -5.0164
H -3.3180 -2.0535 -1.3847
H -2.1181 -0.9615 -2.0778
H -2.4091 -2.5408 -2.8306
C -0.9388 -2.2436 -7.6931
O -1.6909 -2.7209 -6.8668
N -0.9883 -0.9729 -8.1259
C -0.0631 -0.4594 -9.1169
C -2.0051 -0.0916 -7.5777
H -0.1346 -2.8318 -8.1665
H 0.5066 0.3738 -8.7011
H -0.6102 -0.1104 -9.9945
H 0.6288 -1.2402 -9.4222
H -1.8869 -0.0120 -6.4964
H -2.9976 -0.4944 -7.7820
H -1.9148 0.8940 -8.0249
C -0.0979 4.5985 1.2795
O 0.5189 3.5526 1.3639
N -0.1376 5.3704 0.1848
C -0.8920 6.6080 0.1414
C 0.6024 4.9451 -0.9920
H -0.6890 5.0032 2.1183
H -1.6500 6.5563 -0.6421
H -0.2241 7.4457 -0.0669
H -1.3842 6.7797 1.0953
H 0.2446 3.9707 -1.3253
H 1.6620 4.8540 -0.7533
H 0.4707 5.6715 -1.7885
C 0.0072 0.8800 5.6009
O -0.9827 0.8510 4.8896
N 1.2410 1.1402 5.1533
C 2.3999 1.1512 6.0243
C 1.4062 1.4190 3.7345
H -0.0354 0.6819 6.6850
H 2.8726 2.1346 6.0039
H 3.1238 0.4050 5.6926
H 2.1028 0.9241 7.0455
H 0.8161 2.2897 3.4558
H 1.0552 0.5651 3.1501
H 2.4526 1.6087 3.5113
C 3.7019 0.6813 1.1175
O 4.6642 1.3326 1.4831
N 3.7552 -0.5866 0.6883
C 2.5654 -1.3057 0.2693
C 5.0470 -1.2561 0.6462
H 2.6795 1.0966 1.1124
H 2.4228 -2.1904 0.8915
H 2.6642 -1.6187 -0.7717
H 1.6900 -0.6675 0.3630
H 5.4899 -1.2849 1.6426
H 5.7265 -0.7121 -0.0118
H 4.9207 -2.2703 0.2788
C 8.7048 -1.3656 2.3266
O 7.9853 -1.8210 3.1940
N 8.7581 -0.0708 1.9796
C 9.6339 0.4088 0.9308
C 7.9039 0.8763 2.6828
H 9.3888 -2.0004 1.7355
H 10.3323 1.1452 1.3337
H 9.0464 0.8765 0.1381
H 10.2003 -0.4179 0.5082
H 8.1384 0.8654 3.7479
H 6.8603 0.5945 2.5547
H 8.0570 1.8752 2.2858
```

The total energy is -3212.87970 a.u. As for the charge: 0. The value obtained for the highest occupied orbital energy is -8.21 eV.